{
  "formula": "C21H26IN3Zn",
  "method": "ωB97M-V/def2-TZVPD",
  "elements": ["C", "C", "H", "H", "H", "H", "H", "H", "C", "C", "C", "C", "H", "H", "H", "H", "N", "C", "C", "N", "C", "C", "C", "H", "H", "C", "H", "H", "Zn", "I", "C", "N", "C", "C", "C", "C", "C", "C", "C", "C", "H", "H", "H", "H", "H", "H", "H", "H", "H", "H", "H", "H"],
  "positions_angstrom": [[1.659, 1.406, 1.281], [1.778, -1.477, 1.346], [2.690, 1.763, 1.182], [1.490, 1.033, 2.293], [0.940, 2.204, 1.047], [1.988, -2.454, 0.911], [2.552, -1.180, 2.055], [0.805, -1.505, 1.870], [1.510, 2.597, -1.825], [1.626, 3.394, -2.968], [1.547, 2.789, -4.222], [1.399, 1.408, -4.294], [1.645, 3.002, -0.821], [1.771, 4.467, -2.843], [1.602, 3.381, -5.140], [1.354, 0.889, -5.249], [1.261, 1.283, -1.905], [1.268, 0.658, -3.110], [1.148, -0.826, -3.106], [1.097, -1.439, -1.894], [1.051, -2.774, -1.811], [0.905, -2.967, -4.203], [0.929, -3.577, -2.949], [1.119, -3.200, -0.807], [0.837, -4.656, -2.820], [1.042, -1.587, -4.286], [1.024, -1.066, -5.241], [0.767, -3.557, -5.115], [1.215, -0.063, -0.091], [3.808, -0.303, -0.216], [-1.947, 1.221, 4.932], [-1.784, 0.183, 3.966], [-1.661, -1.110, 4.578], [-0.912, 0.513, 2.835], [-1.596, 0.213, 1.527], [-3.012, 0.164, 1.486], [-3.645, -0.031, 0.250], [-2.864, -0.159, -0.890], [-1.450, -0.084, -0.807], [-0.811, 0.061, 0.395], [-2.722, 0.889, 5.623], [-2.278, 2.133, 4.430], [-1.021, 1.443, 5.496], [-1.700, -1.916, 3.838], [-0.736, -1.224, 5.177], [-2.522, -1.203, 5.248], [-0.683, 1.592, 2.908], [0.033, -0.061, 2.869], [-3.568, 0.238, 2.425], [-4.732, -0.061, 0.227], [-3.317, -0.292, -1.852], [-0.896, -0.153, -1.729]],
  "orbital_gap_ev": [6.18, 6.58],
  "total_charge": 0,
  "energy_ha": -3056.929536
}

{
  "formula": "C3H8IN2O",
  "method": "ωB97M-V/def2-TZVPD",
  "elements": ["C", "C", "C", "N", "N", "O", "I", "H", "H", "H", "H", "H", "H", "H", "H"],
  "positions_angstrom": [[-1.050, -0.632, -0.263], [1.375, -0.545, -0.361], [0.049, 2.203, 0.445], [0.053, 0.013, -0.504], [-0.882, -2.182, -0.042], [-0.037, 1.304, -0.741], [-3.040, 0.188, -0.316], [1.466, -1.603, -0.796], [2.130, 0.192, -0.784], [1.716, -0.782, 0.736], [-0.773, 1.791, 1.048], [-0.129, 3.083, -0.077], [1.068, 1.990, 0.837], [-0.129, -2.350, 0.640], [-1.818, -2.670, 0.177]],
  "orbital_gap_ev": 10.08,
  "total_charge": 1,
  "smiles": "CON(C)C(=[NH2+])I",
  "energy_ha": -601.174747
}

{
  "formula": "C5H11NO2S",
  "method": "ωB97M-V/def2-TZVPD",
  "elements": ["C", "C", "C", "C", "C", "N", "O", "O", "S", "H", "H", "H", "H", "H", "H", "H", "H", "H", "H", "H"],
  "positions_angstrom": [[-0.861, 0.296, -1.202], [-1.770, -0.274, -0.088], [-2.046, 0.628, 0.929], [-2.061, -1.594, -0.015], [2.981, 0.843, -0.088], [0.620, 0.432, -1.065], [1.999, -1.524, -0.154], [0.747, -0.078, 1.468], [1.391, -0.068, 0.144], [-0.985, -0.004, -2.235], [-1.170, 1.397, -1.232], [-2.650, 1.448, 0.413], [-1.090, 1.238, 1.126], [-2.734, 0.246, 1.671], [-1.838, -2.285, -0.842], [-2.742, -1.931, 0.732], [2.319, -1.802, 0.716], [3.198, 1.001, -1.130], [2.855, 1.752, 0.509], [3.833, 0.281, 0.340]],
  "orbital_gap_ev": 9.28,
  "total_charge": 0,
  "smiles": "C=C(C)CN=[S@@](C)(=O)O",
  "energy_ha": -800.406963
}

{
  "formula": "C6H9N",
  "method": "ωB97M-V/def2-TZVPD",
  "elements": ["C", "C", "C", "C", "C", "C", "N", "H", "H", "H", "H", "H", "H", "H", "H", "H"],
  "positions_angstrom": [[2.844, 0.593, 2.181], [1.880, 0.071, 1.226], [1.076, -0.281, 0.401], [0.105, -0.383, -0.614], [-1.146, 0.135, -0.389], [-2.006, 0.310, -1.568], [-2.219, -1.137, -1.378], [2.679, 1.662, 2.365], [3.860, 0.477, 1.793], [2.780, 0.070, 3.139], [-1.287, -1.595, -1.250], [0.473, -0.234, -1.629], [-1.605, 0.252, 0.591], [-1.471, 0.547, -2.501], [-2.926, 0.912, -1.507], [-3.039, -1.401, -0.861]],
  "orbital_gap_ev": 8.16,
  "total_charge": 0,
  "energy_ha": -288.613297
}

{
  "formula": "C27H19BrCoF9N4O2PS",
  "method": "ωB97M-V/def2-TZVPD",
  "elements": ["Co", "O", "C", "C", "C", "N", "C", "Br", "C", "H", "H", "H", "H", "N", "P", "C", "C", "C", "C", "C", "C", "C", "C", "C", "C", "C", "C", "C", "C", "C", "C", "C", "N", "H", "H", "H", "H", "H", "H", "H", "H", "H", "H", "H", "H", "H", "H", "H", "F", "C", "F", "F", "C", "O", "C", "F", "F", "F", "C", "F", "F", "F", "S", "C", "N"],
  "positions_angstrom": [[0.161, 0.730, -0.171], [-2.416, 6.004, 1.705], [-1.778, 4.925, 1.247], [-0.412, 4.900, 0.955], [0.141, 3.726, 0.506], [-0.574, 2.605, 0.336], [-1.872, 2.661, 0.597], [-2.796, 1.041, 0.294], [-2.537, 3.773, 1.049], [-1.809, 6.745, 1.833], [0.211, 5.775, 1.087], [1.196, 3.653, 0.277], [-3.596, 3.763, 1.256], [-1.059, -1.018, -2.173], [-0.014, -1.390, -0.875], [1.340, -2.325, -1.598], [2.289, -1.641, -2.359], [3.262, -2.344, -3.048], [3.293, -3.729, -2.986], [2.340, -4.417, -2.247], [1.360, -3.722, -1.557], [-0.988, -2.479, 0.160], [-0.361, -3.318, 1.079], [-1.120, -4.142, 1.891], [-2.504, -4.131, 1.797], [-3.135, -3.298, 0.884], [-2.381, -2.472, 0.066], [-0.920, 0.216, -2.767], [-1.411, 0.494, -4.043], [-1.169, 1.736, -4.581], [-0.429, 2.672, -3.858], [-0.001, 2.330, -2.602], [-0.269, 1.136, -2.044], [-1.429, -1.761, -2.750], [2.274, -0.560, -2.411], [4.005, -1.805, -3.620], [4.060, -4.277, -3.517], [2.357, -5.497, -2.207], [0.616, -4.271, -0.997], [0.715, -3.330, 1.165], [-0.628, -4.787, 2.606], [-3.095, -4.776, 2.435], [-4.214, -3.292, 0.805], [-2.879, -1.829, -0.649], [-1.953, -0.267, -4.587], [-1.536, 1.975, -5.570], [-0.189, 3.643, -4.264], [0.589, 3.006, -2.001], [1.879, -1.491, 2.740], [1.036, -0.837, 3.543], [1.659, -0.632, 4.701], [-0.013, -1.634, 3.774], [0.568, 0.486, 2.861], [0.137, 0.189, 1.603], [-0.643, 1.062, 3.671], [-0.483, 0.983, 4.988], [-0.831, 2.358, 3.356], [-1.766, 0.419, 3.356], [1.749, 1.498, 2.965], [1.850, 2.002, 4.196], [1.578, 2.527, 2.127], [2.906, 0.919, 2.660], [4.565, -0.008, -0.275], [3.088, 0.553, -0.344], [1.985, 0.976, -0.473]],
  "orbital_gap_ev": [7.19, 6.21],
  "total_charge": 1,
  "energy_ha": -7004.807687
}

{
  "formula": "CH3ClO2PS",
  "method": "ωB97M-V/def2-TZVPD",
  "elements": ["C", "O", "O", "P", "S", "Cl", "H", "H", "H"],
  "positions_angstrom": [[1.334, -0.010, 0.268], [-2.865, 0.867, 0.187], [-1.084, 0.827, -1.730], [-1.491, 0.724, -0.298], [0.008, 0.938, 1.081], [-0.431, -2.753, -0.027], [1.942, -0.191, 1.207], [1.831, 0.590, -0.455], [0.756, -0.992, -0.233]],
  "orbital_gap_ev": 7.55,
  "total_charge": -1,
  "energy_ha": -1390.247513
}

{
  "formula": "C2H6BrMnO",
  "method": "ωB97M-V/def2-TZVPD",
  "elements": ["Mn", "Br", "C", "C", "O", "H", "H", "H", "H", "H", "H"],
  "positions_angstrom": [[-6.425, 2.061, -1.337], [-4.840, -0.051, 1.660], [2.177, 0.069, -0.345], [0.861, -0.623, -0.005], [0.282, -0.018, 1.195], [2.126, 1.144, -0.175], [2.395, 0.008, -1.411], [3.027, -0.365, 0.182], [0.949, -1.709, -0.015], [0.112, -0.458, -0.780], [-0.663, -0.058, 1.031]],
  "orbital_gap_ev": [2.51, 2.99],
  "total_charge": 1,
  "multiplicity": 6,
  "s2": 8.763,
  "energy_ha": -3879.571464
}

Repeat the third record exactly.
{
  "formula": "C5H11NO2S",
  "method": "ωB97M-V/def2-TZVPD",
  "elements": ["C", "C", "C", "C", "C", "N", "O", "O", "S", "H", "H", "H", "H", "H", "H", "H", "H", "H", "H", "H"],
  "positions_angstrom": [[-0.861, 0.296, -1.202], [-1.770, -0.274, -0.088], [-2.046, 0.628, 0.929], [-2.061, -1.594, -0.015], [2.981, 0.843, -0.088], [0.620, 0.432, -1.065], [1.999, -1.524, -0.154], [0.747, -0.078, 1.468], [1.391, -0.068, 0.144], [-0.985, -0.004, -2.235], [-1.170, 1.397, -1.232], [-2.650, 1.448, 0.413], [-1.090, 1.238, 1.126], [-2.734, 0.246, 1.671], [-1.838, -2.285, -0.842], [-2.742, -1.931, 0.732], [2.319, -1.802, 0.716], [3.198, 1.001, -1.130], [2.855, 1.752, 0.509], [3.833, 0.281, 0.340]],
  "orbital_gap_ev": 9.28,
  "total_charge": 0,
  "smiles": "C=C(C)CN=[S@@](C)(=O)O",
  "energy_ha": -800.406963
}